ORCA calculation (wB97M-V/def2-TZVPD) on the ion C5H12NO with charge -1 at a distorted geometry.

Results
Maximum force, eV/Å: 3.64
E_LUMO, eV: 3.6
Net charge: -1
E_HOMO, eV: -2.170
E_tot, eV: -8914.576

```
19
Properties=species:S:1:pos:R:3:lowdin_charge:R:1
N -0.6652 -2.3460 -1.3916 -0.05
C 0.1006 -1.8694 -0.2068 -0.33
C -0.4236 -0.6901 0.6194 -0.24
C -0.7865 0.5988 -0.2252 -0.23
C 0.3673 1.6621 -0.2887 -0.24
C 1.0988 1.9864 1.0753 -0.54
O 1.8525 3.1527 0.9835 -0.41
H -0.7515 -1.4761 -1.9422 0.05
H -1.2936 -3.1745 -1.2060 0.08
H 1.2694 -1.6070 -0.6233 0.15
H 0.1756 -2.7592 0.4501 0.08
H -1.3689 -1.0265 0.9769 0.07
H 0.0860 -0.3430 1.5592 0.10
H -1.7298 0.8604 0.3269 0.11
H -0.9456 0.3207 -1.2587 0.06
H -0.0699 2.5005 -0.8398 0.08
H 1.2841 1.2751 -0.9248 0.12
H 1.6361 1.0272 1.2723 0.07
H 0.1642 1.9080 1.6436 0.06
```